Here is a structure of composition C7H12CrF9O13S3 from OMol25. Energies are from ωB97M-V/def2-TZVPD.

Cartesian coordinates (Å):
Cr 0.1470 -0.0042 0.4305
C -3.4130 0.4134 3.0470
F -2.4884 -0.0073 3.9586
F -3.7550 -0.7072 2.3600
F -4.4554 0.9452 3.6546
S -2.6799 1.6601 1.8232
O -3.6919 1.8462 0.8243
O -2.3768 2.8404 2.6044
O -1.5027 0.9453 1.3181
C 2.0540 1.0673 -3.6160
F 3.2426 1.2713 -4.1734
F 1.1368 1.5494 -4.4070
F 1.9292 -0.2424 -3.5005
S 2.0052 1.9975 -1.9405
O 3.4022 2.1710 -1.6186
O 1.1558 3.1509 -2.2291
O 1.3210 1.0524 -1.0304
C -1.3414 -2.4911 -3.0880
F -0.0136 -2.4390 -3.3478
F -1.9428 -2.7243 -4.2556
F -1.5287 -3.4922 -2.2021
S -2.0196 -0.9204 -2.3220
O -3.2699 -1.4299 -1.8146
O -1.0584 -0.5204 -1.2921
O -2.1535 0.0277 -3.4113
C 0.8874 -2.7422 -0.2837
C -0.1291 -3.0653 0.8263
O -0.7218 -1.8482 1.2870
O 1.6748 -1.5772 0.0760
H 0.2890 -2.5008 -1.1511
H 1.5719 -3.5804 -0.3880
H 0.3155 -3.6571 1.6380
H -0.9273 -3.7190 0.4614
H -1.6272 -2.0357 1.5588
H 2.5819 -1.7901 -0.1498
C 2.3514 1.5053 2.1399
C 1.6455 2.8530 2.0202
O 0.6249 2.7520 1.0800
O 1.4073 0.4262 2.1480
H 2.9619 1.4769 3.0431
H 3.0136 1.3900 1.2748
H 2.3744 3.6005 1.6800
H 1.3216 3.1107 3.0400
H 0.1156 3.5628 1.0105
H 1.5655 -0.1207 2.9167

Forces on the atoms, in the same order (eV/Å):
Cr -0.5813 1.5549 -0.9248
C 1.4978 0.0442 -1.2064
F -0.6612 0.4762 -0.1432
F -0.3435 0.4311 0.4549
F -0.1475 -0.4584 0.2753
S -0.0700 0.6645 -0.3424
O -0.2431 -0.3932 0.2661
O 0.1959 -0.6746 0.2439
O -0.2220 -0.3759 0.6014
C 0.5474 0.8874 1.5665
F 0.7517 0.3025 -0.5022
F -0.8373 0.0396 -0.7375
F -0.4620 -0.8078 0.2475
S -1.8433 0.0361 -0.2380
O -0.1329 0.2549 0.0938
O 1.4602 -0.8283 0.2484
O 0.7014 -0.1433 -0.3567
C 0.5474 1.1813 0.0740
F -0.2700 -0.0654 0.0938
F -0.1110 -0.4737 0.5927
F -0.0609 -0.2869 -0.6467
S -1.5538 1.0510 -1.0552
O 0.3405 -0.1503 0.3453
O 0.7169 -0.4199 0.3584
O 0.7268 -0.8597 0.6871
C -0.6294 0.0966 0.9254
C 0.0847 -0.4863 0.0612
O 0.3423 -0.8328 0.4119
O -0.3439 -1.2364 0.1614
H 0.5797 -0.1284 -0.3093
H -0.2539 -0.1878 -0.4239
H 0.2261 0.5505 0.2157
H 0.1876 0.1276 -0.5114
H -0.0953 0.4480 -0.0889
H 0.1310 0.5452 -0.1032
C 0.4644 0.5543 -0.9730
C 0.3502 0.0995 0.5718
O -0.0368 -0.3640 0.0210
O -0.1374 0.1252 -0.1106
H -0.0887 0.0141 0.0391
H -0.1535 -0.2324 0.0310
H 0.2062 -0.1070 0.2881
H -0.4367 0.2375 -0.2579
H -0.0802 0.0225 0.0878
H -0.2626 -0.2324 -0.0321

Properties
- Frontier orbital gap (alpha / beta): 7.36 / 8.56 eV
- Total charge: -1
- Multiplicity: 5



Here is a cluster of 2 separate species, C3H10N2O in total from OMol25. Energies are from ωB97M-V/def2-TZVPD.

Cartesian coordinates (Å):
C 0.7020 -1.9055 -2.6275
C 0.3406 -1.0639 -1.6689
N -0.2331 -1.4024 -0.3852
H 1.4790 -1.5414 -3.2868
H 0.3380 -2.9242 -2.6421
H 0.6003 -0.0160 -1.7782
H -1.0874 -1.9334 -0.5238
H 0.4126 -2.0182 0.0749
N -0.2982 2.1763 0.5243
C -0.4675 1.6737 1.8519
O 0.1278 0.3793 2.0257
H 0.6664 2.0864 0.2285
H -0.8325 1.6121 -0.1232
H 0.0075 2.2517 2.6415
H -1.5207 1.5759 2.1148
H -0.1008 -0.2472 1.3189

Forces on the atoms, in the same order (eV/Å):
C 0.0344 0.3327 0.5932
C 0.5419 0.1564 0.3026
N -0.8664 0.1232 -0.7227
H -0.5631 -0.1813 -0.7477
H 0.4435 -0.1904 0.0128
H 0.2338 0.0107 0.2091
H -0.0655 0.0044 0.1738
H 0.2508 -0.3570 0.2230
N -0.1286 0.4485 -0.0938
C 0.2183 -1.6230 0.1569
O 0.3954 -0.1915 0.5077
H 0.1017 0.1262 0.2095
H -0.1758 0.0232 0.0094
H 0.1128 0.4480 -0.3622
H -0.2352 0.3373 -0.3054
H -0.2982 0.5324 -0.1661

Properties
- Frontier orbital gap: 10.17 eV
- Structure (SMILES): C=CN.NCO
- Total charge: 0
- Multiplicity: 1



Here is a structure of composition C29H40CaGeN4 from OMol25. Energies are from ωB97M-V/def2-TZVPD.

Cartesian coordinates (Å):
Ca 1.3380 0.6213 -0.1144
C 2.8214 3.7415 0.4155
C 2.3199 3.8272 -1.0317
N 1.2257 2.8866 -1.3251
C -0.1022 3.4383 -0.9915
C -1.1749 2.3594 -1.0325
N -1.0508 1.4261 0.0981
C -1.6729 1.9205 1.3487
C -0.7267 2.3422 2.4696
C 0.0915 1.2055 3.0775
N 1.2774 0.8513 2.3025
C 2.5485 1.2217 2.8947
C 3.6862 0.7461 2.0072
N 3.6567 1.3558 0.6538
C 3.9982 2.7919 0.6441
H 1.9912 3.4687 1.0757
H 3.1440 4.7381 0.7260
H 3.1435 3.6124 -1.7168
H 1.9975 4.8535 -1.2426
H 1.2246 2.6636 -2.3156
H -0.3698 4.2545 -1.6727
H -0.0478 3.8675 0.0115
H -1.0789 1.7903 -1.9625
H -2.1630 2.8340 -1.0494
H -1.5374 0.5706 -0.1564
H -2.3147 1.1207 1.7282
H -2.3315 2.7625 1.1045
H -1.3548 2.7797 3.2520
H -0.0502 3.1383 2.1365
H -0.5447 0.3187 3.1551
H 0.3819 1.4762 4.0990
H 1.2627 -0.1821 2.0582
H 2.6937 0.7781 3.8897
H 2.5967 2.3097 3.0328
H 3.5885 -0.3332 1.8686
H 4.6419 0.9541 2.5021
H 4.3426 0.8554 0.1019
H 4.7364 2.9662 -0.1434
H 4.4865 3.0559 1.5880
C 1.2411 -1.6091 0.5646
Ge -0.3033 -2.1484 -0.3469
C -0.5839 -4.0182 -0.8774
C -1.7841 -4.6936 -0.6555
C -1.9325 -6.0290 -1.0186
C -0.8799 -6.7098 -1.6112
C 0.3237 -6.0528 -1.8357
C 0.4690 -4.7213 -1.4687
C -1.9907 -1.6759 0.6696
C -3.2341 -1.2210 0.2152
C -4.2736 -0.9183 1.0942
C -4.1038 -1.0883 2.4596
C -2.8858 -1.5547 2.9382
C -1.8480 -1.8295 2.0555
C -0.5104 -1.1161 -2.1131
C -1.6842 -0.9096 -2.8518
C -1.6936 -0.1604 -4.0227
C -0.5171 0.3932 -4.5169
C 0.6716 0.1584 -3.8454
C 0.6637 -0.5840 -2.6646
H 1.8129 -2.5343 0.7099
H -2.6148 -4.1751 -0.1889
H -2.8716 -6.5379 -0.8358
H -0.9942 -7.7494 -1.8929
H 1.1511 -6.5815 -2.2938
H 1.4173 -4.2201 -1.6343
H -3.4168 -1.0803 -0.8415
H -5.2196 -0.5586 0.7060
H -4.9133 -0.8636 3.1435
H -2.7417 -1.6979 4.0033
H -0.8838 -2.1555 2.4359
H -2.6101 -1.3709 -2.5345
H -2.6208 -0.0220 -4.5662
H -0.5279 0.9712 -5.4325
H 1.6077 0.5259 -4.2539
H 1.6066 -0.8498 -2.1797

Forces on the atoms, in the same order (eV/Å):
Ca -0.0788 -0.3784 0.0807
C -0.0470 -0.0109 -0.0117
C -0.0345 -0.0251 -0.0224
N -0.0809 0.0424 0.0578
C 0.0535 -0.0380 -0.0401
C 0.0931 -0.0267 0.0939
N -0.0575 0.1958 -0.1338
C -0.0305 -0.0872 -0.0713
C 0.0433 0.0566 -0.0344
C 0.0285 -0.0654 0.0391
N -0.0586 -0.0365 0.0407
C -0.0271 -0.0088 -0.0352
C 0.0194 0.0184 -0.1098
N -0.0092 0.1129 0.1098
C 0.0454 -0.0743 -0.0067
H 0.0162 0.0109 -0.0053
H 0.0082 0.0017 0.0036
H 0.0141 -0.0049 0.0124
H -0.0093 0.0103 -0.0238
H 0.0007 0.0210 -0.0235
H 0.0175 0.0255 -0.0174
H -0.0137 -0.0076 0.0027
H -0.0002 -0.0300 -0.0104
H -0.0149 0.0307 0.0031
H 0.0045 -0.0258 0.0331
H 0.0147 -0.0086 0.0160
H -0.0184 0.0001 0.0161
H 0.0040 0.0067 0.0001
H -0.0108 -0.0094 0.0132
H -0.0027 0.0210 0.0181
H -0.0011 -0.0001 0.0077
H 0.0017 0.0779 0.0761
H -0.0066 -0.0077 0.0213
H -0.0046 -0.0007 -0.0046
H 0.0005 -0.0028 -0.0079
H 0.0238 0.0134 -0.0017
H -0.0306 -0.0289 -0.0336
H 0.0106 0.0143 0.0043
H 0.0048 0.0022 0.0191
C 0.2331 0.0903 -0.3178
Ge -0.0483 0.1306 0.0600
C -0.0239 -0.1522 -0.0371
C 0.0728 -0.0468 -0.0795
C -0.0173 0.0680 0.0206
C 0.0172 0.0074 0.0000
C 0.0024 0.0423 0.0082
C -0.0971 -0.0450 0.0078
C -0.0821 -0.0093 0.1013
C 0.0368 -0.0033 0.1217
C 0.0434 -0.0052 -0.0519
C -0.0002 -0.0056 0.0139
C 0.0344 -0.0070 -0.0251
C -0.1124 0.0384 -0.0388
C 0.1010 0.1332 -0.0831
C 0.1094 0.0311 -0.0161
C 0.0081 -0.0258 0.0166
C -0.0612 0.0390 -0.0020
C 0.0225 -0.0146 0.0994
C -0.1722 -0.0641 -0.1149
H 0.0242 0.0242 0.2122
H 0.0034 -0.0058 0.0055
H 0.0003 0.0029 0.0024
H 0.0048 0.0035 -0.0026
H 0.0016 -0.0012 0.0004
H -0.0067 0.0042 0.0117
H -0.0165 -0.0153 0.0106
H 0.0020 0.0008 -0.0021
H 0.0043 -0.0019 -0.0018
H -0.0023 -0.0003 -0.0035
H 0.0035 -0.0069 -0.0220
H 0.0153 0.0050 -0.0212
H -0.0067 0.0016 0.0021
H 0.0007 -0.0103 -0.0108
H 0.0056 -0.0046 0.0051
H 0.0325 0.0185 0.0555

Properties
- Frontier orbital gap: 4.92 eV
- Total charge: 0
- Multiplicity: 1